Record 1
{"formula": "C10H26N2O3Rb", "method": "wB97M-V/def2-TZVPD", "symbols": ["Rb", "C", "O", "C", "C", "N", "C", "C", "O", "C", "H", "H", "H", "H", "H", "H", "H", "H", "H", "H", "H", "H", "H", "H", "H", "C", "C", "C", "O", "C", "N", "H", "H", "H", "H", "H", "H", "H", "H", "H", "H", "H"], "xyz": [[-24.260, 4.900, 12.125], [-26.141, 7.449, 11.071], [-24.961, 7.109, 11.723], [-24.081, 8.165, 11.832], [-22.742, 7.541, 12.138], [-22.678, 6.867, 13.476], [-21.268, 6.556, 13.858], [-20.913, 5.113, 13.495], [-20.430, 4.844, 12.181], [-19.171, 5.532, 11.921], [-25.917, 7.711, 10.037], [-26.592, 8.325, 11.538], [-26.929, 6.697, 11.124], [-24.336, 8.874, 12.620], [-23.890, 8.610, 10.856], [-22.085, 8.409, 12.183], [-22.405, 6.815, 11.397], [-23.108, 7.469, 14.164], [-21.122, 6.775, 14.916], [-20.630, 7.254, 13.317], [-21.796, 4.507, 13.696], [-20.188, 4.776, 14.236], [-19.386, 6.523, 11.521], [-18.688, 4.903, 11.173], [-18.575, 5.833, 12.782], [-20.733, 3.863, 9.810], [-22.195, 3.937, 10.317], [-22.402, 2.903, 11.469], [-23.752, 2.716, 11.723], [-24.005, 1.608, 12.618], [-22.453, 5.296, 10.672], [-20.522, 2.842, 9.492], [-19.969, 4.129, 10.541], [-20.565, 4.478, 8.926], [-22.907, 3.681, 9.532], [-21.880, 3.199, 12.379], [-21.951, 1.989, 11.083], [-23.435, 0.726, 12.326], [-25.067, 1.372, 12.545], [-23.720, 1.679, 13.668], [-21.678, 5.523, 11.278], [-22.041, 5.764, 9.877]], "lowdin_charge": [1.464, -0.099, -0.445, -0.226, -0.227, -0.106, -0.155, -0.193, -0.305, -0.028, 0.104, 0.102, 0.099, 0.144, 0.143, 0.128, 0.050, 0.110, 0.133, 0.109, 0.103, 0.133, 0.097, 0.095, 0.108, -0.021, -0.383, -0.250, -0.463, -0.062, -0.209, 0.092, 0.040, 0.097, 0.153, 0.102, 0.139, 0.096, 0.101, 0.096, 0.024, 0.109], "homo_ev": -12.37, "gap_ev": 10.000, "charge": 1, "e_tot_ev": -20559.52692, "spin_multiplicity": 1, "lumo_ev": -2.367, "de_lowest_kcal_mol": 108.2}

Record 2
{"formula": "C18H12N8PmS2Se", "method": "wB97M-V/def2-TZVPD", "symbols": ["Pm", "N", "C", "N", "C", "C", "S", "C", "C", "S", "C", "N", "N", "H", "H", "H", "H", "H", "H", "Se", "N", "C", "C", "C", "C", "C", "N", "C", "C", "N", "C", "C", "C", "C", "C", "N", "H", "H", "H", "H", "H", "H"], "xyz": [[11.728, 5.284, 5.951], [14.584, 5.626, 4.428], [14.945, 5.671, 5.797], [13.952, 5.707, 6.657], [14.397, 5.609, 7.950], [15.754, 5.595, 8.058], [16.455, 5.630, 6.493], [13.336, 5.569, 8.915], [13.402, 5.604, 10.249], [11.837, 5.414, 10.990], [11.117, 5.422, 9.418], [11.972, 5.437, 8.387], [9.792, 5.446, 9.317], [15.025, 4.885, 3.871], [14.818, 6.521, 3.957], [16.384, 5.552, 8.930], [14.312, 5.659, 10.789], [9.216, 5.318, 10.130], [9.322, 5.507, 8.424], [6.335, 11.131, 5.532], [6.194, 9.420, 5.787], [7.389, 8.981, 6.006], [7.689, 7.562, 6.094], [6.716, 6.550, 6.088], [7.078, 5.219, 6.039], [8.440, 4.930, 5.902], [9.383, 5.898, 5.960], [9.047, 7.201, 6.017], [10.115, 8.167, 6.073], [11.400, 7.674, 6.091], [12.440, 8.535, 6.048], [12.226, 9.909, 6.077], [10.946, 10.370, 6.130], [9.866, 9.519, 6.175], [8.450, 9.933, 6.028], [8.068, 11.149, 5.835], [5.648, 6.783, 6.152], [6.408, 4.370, 6.105], [8.791, 3.941, 5.825], [13.405, 8.041, 5.909], [13.094, 10.548, 6.021], [10.714, 11.433, 6.108]], "lowdin_charge": [2.010, 0.059, -0.734, -0.144, -0.327, -0.238, 1.244, -0.303, -0.270, 1.181, -0.667, -0.081, 0.145, 0.119, 0.124, 0.108, 0.099, 0.129, 0.087, 1.311, -0.199, -0.364, -0.039, 0.077, 0.019, -0.100, -0.111, -0.161, -0.144, -0.057, -0.076, 0.017, 0.060, -0.047, -0.326, -0.189, 0.152, 0.138, 0.102, 0.104, 0.137, 0.152], "homo_ev": [-16.86, -16.86], "gap_ev": [6.411, 7.037], "charge": 3, "e_tot_ev": -134329.49381, "spin_multiplicity": 5, "lumo_ev": [-10.446, -9.821], "de_lowest_kcal_mol": 3.3}

Record 3
{"formula": "C4H13N2", "method": "wB97M-V/def2-TZVPD", "symbols": ["C", "N", "H", "H", "H", "H", "C", "C", "C", "N", "H", "H", "H", "H", "H", "H", "H", "H", "H"], "xyz": [[-1.200, 1.879, -1.109], [-0.712, 0.712, -1.808], [-2.307, 2.097, -1.067], [-0.750, 2.878, -1.335], [-0.721, 0.902, -2.821], [-0.815, 1.329, -0.249], [0.076, -0.172, 1.998], [0.835, -0.836, 0.842], [-0.089, -1.896, 0.251], [1.246, 0.189, -0.106], [-0.321, -0.914, 2.702], [0.766, 0.552, 2.509], [-0.846, 0.310, 1.655], [1.752, -1.258, 1.284], [0.494, -2.483, -0.519], [-0.472, -2.579, 1.006], [-0.940, -1.453, -0.260], [2.157, 0.013, -0.514], [0.540, 0.386, -0.920]], "lowdin_charge": [-0.070, 0.144, 0.167, 0.136, 0.109, 0.047, -0.059, -0.455, -0.047, 0.169, 0.093, 0.106, 0.071, 0.153, 0.109, 0.095, 0.067, 0.120, 0.045], "homo_ev": -14.24, "gap_ev": 5.265, "charge": 1, "e_tot_ev": -7326.01009, "spin_multiplicity": 1, "lumo_ev": -8.975, "de_lowest_kcal_mol": 172.4}

Record 4
{"formula": "C30H30GeMoN5O4S", "method": "wB97M-V/def2-TZVPD", "symbols": ["Mo", "N", "C", "S", "N", "N", "C", "C", "C", "C", "C", "C", "N", "H", "H", "H", "H", "H", "H", "H", "N", "C", "C", "O", "O", "H", "H", "H", "H", "O", "C", "O", "C", "C", "Ge", "C", "C", "C", "C", "C", "C", "C", "C", "C", "C", "C", "C", "C", "C", "C", "C", "C", "C", "H", "H", "H", "H", "H", "H", "H", "H", "H", "H", "H", "H", "H", "H", "H", "H", "H", "H", "H"], "xyz": [[1.799, 1.918, 3.089], [2.901, 5.054, 6.039], [2.662, 4.336, 4.933], [3.308, 2.707, 4.863], [1.974, 4.907, 3.969], [1.871, 4.026, 2.924], [1.789, 4.454, 1.721], [2.092, 3.481, 0.653], [2.125, 3.799, -0.687], [2.546, 2.828, -1.587], [2.924, 1.580, -1.124], [2.862, 1.322, 0.236], [2.462, 2.256, 1.101], [3.549, 4.722, 6.730], [2.640, 6.027, 6.050], [1.659, 5.514, 1.525], [1.814, 4.780, -1.018], [2.570, 3.048, -2.646], [3.256, 0.802, -1.797], [3.124, 0.360, 0.659], [0.577, 1.305, 4.890], [1.034, -0.046, 5.291], [1.503, -0.743, 4.031], [1.175, -1.816, 3.645], [2.358, 0.074, 3.315], [0.609, 1.941, 5.679], [-0.383, 1.262, 4.556], [0.254, -0.623, 5.782], [1.886, 0.072, 5.960], [-0.676, 2.808, 0.560], [-0.510, 1.735, 1.069], [0.051, 1.637, 2.323], [-0.883, 0.391, 0.507], [-1.049, 0.402, -1.007], [-1.367, -1.351, -1.829], [0.143, -2.500, -1.380], [0.099, -3.884, -1.559], [1.199, -4.681, -1.274], [2.373, -4.110, -0.805], [2.443, -2.737, -0.629], [1.338, -1.948, -0.921], [-3.079, -2.042, -1.238], [-3.537, -3.279, -1.698], [-4.777, -3.770, -1.321], [-5.593, -3.025, -0.481], [-5.168, -1.785, -0.032], [-3.921, -1.302, -0.409], [-1.417, -1.120, -3.751], [-2.487, -0.441, -4.337], [-2.549, -0.255, -5.709], [-1.538, -0.753, -6.522], [-0.472, -1.436, -5.958], [-0.412, -1.616, -4.581], [-1.796, 0.072, 1.022], [-0.125, -0.322, 0.840], [-0.142, 0.799, -1.473], [-1.850, 1.080, -1.306], [-0.805, -4.360, -1.920], [1.139, -5.752, -1.417], [3.228, -4.733, -0.578], [3.357, -2.287, -0.260], [1.415, -0.876, -0.794], [-2.932, -3.866, -2.379], [-5.112, -4.731, -1.688], [-6.563, -3.406, -0.189], [-5.809, -1.191, 0.607], [-3.624, -0.318, -0.063], [-3.296, -0.063, -3.719], [-3.387, 0.271, -6.148], [-1.589, -0.615, -7.594], [0.312, -1.833, -6.590], [0.427, -2.153, -4.153]], "lowdin_charge": [1.588, 0.101, -0.826, 0.649, 0.018, -0.221, -0.017, -0.252, 0.021, -0.003, -0.020, -0.077, -0.048, 0.097, 0.117, 0.150, 0.135, 0.128, 0.124, 0.121, -0.081, -0.123, -0.547, 0.167, -0.274, 0.098, 0.109, 0.137, 0.126, 0.129, -0.523, -0.264, -0.166, -0.249, 1.010, -0.264, -0.092, -0.072, -0.080, -0.084, -0.121, -0.266, -0.104, -0.077, -0.082, -0.083, -0.112, -0.275, -0.106, -0.084, -0.086, -0.085, -0.104, 0.120, 0.107, 0.067, 0.085, 0.090, 0.108, 0.106, 0.098, 0.058, 0.094, 0.107, 0.106, 0.104, 0.084, 0.102, 0.104, 0.104, 0.104, 0.094], "homo_ev": [-10.88, -10.88], "gap_ev": [6.448, 6.102], "charge": 1, "e_tot_ev": -116441.00874, "spin_multiplicity": 3, "lumo_ev": [-4.433, -4.781]}